# 1
A 2-piece molecular cluster, C3H6Cl4O overall in a non-equilibrium geometry. Source: OMol25; level of theory: ωB97M-V with the def2-TZVPD basis set.

Values from the calculation:
Net charge: 0
HOMO level (eV): -10.455
Structure (SMILES): ClC(Cl)(Cl)Cl.CCO
Lowest unoccupied orbital energy (eV): 0.48
Gap between HOMO and LUMO (eV): 10.93
Multiplicity: 1
ΔE to the lowest compared entry with this formula, charge and spin (kcal per mole): 4.80
Electronic energy (a.u.): -2033.876650

Positions of all 14 atoms, in Å:
C1 -0.506514 -0.343897 1.066727
C2 -1.193231 -1.684497 1.489575
O1 -2.591451 -1.489445 1.469898
H1 0.571688 -0.356409 1.234100
H2 -0.970114 0.497257 1.507353
H3 -0.707650 -0.165846 0.019989
H4 -0.835465 -1.993206 2.481072
H5 -0.844861 -2.409773 0.756477
H6 -2.963063 -2.349797 1.647775
C3 2.030693 2.046378 -2.320091
Cl1 0.941563 1.704056 -3.665739
Cl2 3.658607 1.700384 -2.797971
Cl3 1.901003 3.763165 -1.934080
Cl4 1.508795 1.081628 -0.955084

Cartesian forces (eV/Å) of the 6 atoms listed first:
-0.502 -1.484 -0.307
1.372 1.581 -0.219
0.253 -0.047 -0.098
-0.132 -0.036 0.126
-0.312 0.834 1.138
0.127 -0.295 -0.480



# 2
C12H18N3O2PPtS2Se as an isolated structure in a non-equilibrium geometry. Source: OMol25; level of theory: ωB97M-V with the def2-TZVPD basis set.

Values from the calculation:
Net charge: -1
HOMO level (spin up / spin down) (eV): -3.261 / -3.938
Lowest unoccupied orbital energy (spin up / spin down) (eV): 2.69 / 2.53
Gap between HOMO and LUMO (spin up / spin down) (eV): 5.95 / 6.47
Multiplicity: 2
Electronic energy (a.u.): -4441.391712

Positions of all 40 atoms, in Å:
Pt1 -0.390400 -1.070648 -1.006655
C1 2.870500 3.108952 -4.652455
C2 2.190900 2.832652 -3.323955
O1 2.480700 1.494652 -2.947455
P1 1.574400 0.738352 -1.854955
S1 2.292500 -1.123548 -1.784855
S2 -0.361100 1.168452 -2.194555
O2 2.074500 1.581852 -0.555055
C3 1.614000 1.179952 0.724745
C4 2.182600 2.130852 1.757945
H1 2.687500 4.136452 -4.957655
H2 2.481900 2.431852 -5.407755
H3 3.941800 2.947352 -4.559355
H4 1.102600 2.955552 -3.406355
H5 2.560200 3.511852 -2.548055
H6 1.956000 0.155352 0.919845
H7 0.515400 1.205652 0.743945
H8 3.269300 2.108652 1.716745
H9 1.852000 1.830252 2.748245
H10 1.842100 3.143952 1.557845
C5 -4.647000 -1.346348 -1.301355
C6 -3.315800 -1.477548 -1.831855
N1 -2.208000 -1.577248 -2.168555
H11 -5.330900 -2.030548 -1.806855
H12 -4.991300 -0.319848 -1.428755
H13 -4.619100 -1.571748 -0.233755
Se1 -2.105700 -0.122748 1.020145
C7 -1.465700 -1.045748 2.545945
C8 -2.301800 -1.322348 3.634345
C9 -1.747400 -1.883348 4.764445
N2 -0.453800 -2.157848 4.909445
C10 0.330500 -1.916748 3.858145
C11 -0.115500 -1.376048 2.673145
H14 -3.359400 -1.110048 3.570845
H15 -2.367400 -2.128248 5.621345
H16 1.375600 -2.168948 3.993545
H17 0.543400 -1.241248 1.824645
N3 -0.940800 -3.928748 -0.417155
C12 -0.273400 -2.915248 -0.223255
H18 -0.743900 -4.827848 0.025345

Cartesian forces (eV/Å) of the 6 atoms listed first:
0.961 -0.435 1.413
-0.109 -0.154 0.326
-0.101 0.294 -0.105
0.038 -0.076 -0.176
0.750 0.375 0.233
-1.107 0.465 -0.055



# 3
A 7-piece molecular cluster, C38H93N7O7 overall in a non-equilibrium geometry. Source: OMol25; level of theory: ωB97M-V with the def2-TZVPD basis set.

Values from the calculation:
Net charge: 0
HOMO level (eV): -8.396
Structure (SMILES): CC1(C)CCCC(C)(C)N1O.CC1(C)CCCC(C)(C)N1O.COC[C@H](C)N.COC[C@H](C)N.COC[C@H](C)N.COC[C@H](C)N.COC[C@H](C)N
Lowest unoccupied orbital energy (eV): 0.50
Gap between HOMO and LUMO (eV): 8.90
Multiplicity: 1
ΔE to the lowest compared entry with this formula, charge and spin (kcal per mole): 0.00
Electronic energy (a.u.): -2413.428784

Positions of all 145 atoms, in Å:
C1 -21.319261 -7.826854 19.103240
C2 -20.297510 -7.745011 17.990676
C3 -20.081055 -9.121143 17.390493
O1 -18.851223 -9.118786 16.674146
C4 -18.506038 -10.386080 16.170422
N1 -20.750869 -6.859797 16.901685
H1 -20.895975 -8.230874 20.026374
H2 -22.171266 -8.461140 18.848955
H3 -21.674575 -6.831308 19.380447
H4 -19.312691 -7.435743 18.353384
H5 -20.910797 -9.543911 16.813913
H6 -19.915825 -9.791904 18.252533
H7 -18.839206 -11.206013 16.819218
H8 -17.416662 -10.467754 16.132310
H9 -18.891048 -10.551500 15.156408
H10 -19.968430 -6.805063 16.244630
H11 -20.822599 -5.881395 17.184877
C5 -19.849727 -3.791881 21.019188
C6 -19.071028 -4.854993 21.785255
C7 -19.967187 -5.821467 22.509547
O2 -20.540375 -5.198709 23.630868
C8 -21.276261 -6.074623 24.428952
N2 -18.199122 -5.525093 20.812137
H12 -20.645129 -3.396828 21.659100
H13 -20.286605 -4.180906 20.098471
H14 -19.221622 -2.927006 20.796591
H15 -18.487254 -4.281860 22.521444
H16 -19.462689 -6.781343 22.690567
H17 -20.805989 -6.090913 21.837553
H18 -22.093926 -6.560024 23.872664
H19 -21.807265 -5.500780 25.192734
H20 -20.678967 -6.824221 24.958942
H21 -17.362570 -5.896409 21.259314
H22 -17.816556 -4.800387 20.208057
C9 -22.391818 -6.527048 13.504185
C10 -22.979939 -7.847536 14.019788
C11 -22.131459 -9.030777 13.645659
O3 -22.783283 -10.220310 14.036056
C12 -22.247377 -11.382459 13.428458
N3 -23.248341 -7.692467 15.443890
H23 -21.310120 -6.542496 13.703440
H24 -22.802699 -5.654012 14.003482
H25 -22.510667 -6.419983 12.424246
H26 -23.940418 -7.919707 13.495783
H27 -21.117533 -9.026110 14.089525
H28 -21.919522 -8.987429 12.561101
H29 -21.195014 -11.233750 13.165969
H30 -22.799831 -11.619786 12.510306
H31 -22.384134 -12.217266 14.114024
H32 -22.415938 -7.384297 15.983183
H33 -23.502800 -8.598375 15.830426
C13 -17.123369 -5.234772 17.493537
C14 -17.305074 -4.135526 16.448417
C15 -17.346943 -2.734082 17.004576
O4 -18.355842 -2.676699 17.978570
C16 -18.517859 -1.396945 18.526729
N4 -16.234690 -4.265605 15.468253
H34 -18.038334 -5.448504 18.051565
H35 -16.295318 -5.013422 18.165959
H36 -17.033130 -6.196806 16.973839
H37 -18.305538 -4.328769 16.013974
H38 -17.535432 -2.028730 16.180434
H39 -16.363848 -2.502501 17.442026
H40 -18.757291 -0.684013 17.727120
H41 -17.647858 -1.008961 19.076780
H42 -19.325603 -1.430208 19.256111
H43 -16.230539 -5.185550 15.064844
H44 -16.324716 -3.563353 14.742899
C17 -26.518291 -8.106446 24.111049
C18 -27.049843 -7.092548 23.112223
C19 -26.245078 -7.123849 21.824077
O5 -24.873504 -7.025683 22.117890
C20 -24.097270 -6.924889 20.948583
N5 -28.477663 -7.365908 22.898424
H45 -26.624885 -9.134605 23.741076
H46 -27.135692 -8.084138 25.013418
H47 -25.485001 -7.968132 24.416883
H48 -26.977462 -6.135477 23.636223
H49 -26.567408 -6.305788 21.164102
H50 -26.433086 -8.095048 21.339945
H51 -24.474047 -6.116814 20.308347
H52 -24.121619 -7.848028 20.357336
H53 -23.076723 -6.707116 21.252440
H54 -28.631703 -8.336902 22.642413
H55 -28.761124 -6.817838 22.087458
C21 -16.879925 -7.187458 8.635364
C22 -16.978570 -7.814760 9.997713
C23 -18.042396 -7.033405 10.784662
C24 -18.377054 -7.598039 12.162249
C25 -18.787056 -9.037114 11.988228
C26 -17.836870 -9.898803 11.153372
N6 -17.459246 -9.182889 9.950801
O6 -16.600975 -9.984998 9.135217
C27 -16.673326 -10.375345 12.049003
C28 -18.623265 -11.167307 10.796291
C29 -15.656809 -7.605906 10.751996
H56 -16.691314 -6.114009 8.609546
H57 -17.810974 -7.301991 8.071751
H58 -16.080358 -7.671007 8.067917
H59 -17.769549 -5.975555 10.835281
H60 -18.986229 -7.034304 10.221035
H61 -19.186405 -6.978162 12.554961
H62 -17.514615 -7.463674 12.812352
H63 -19.793381 -8.987365 11.548528
H64 -19.014599 -9.555082 12.924598
H65 -17.053662 -10.842081 12.963859
H66 -16.131860 -11.171552 11.536149
H67 -16.044870 -9.572857 12.418218
H68 -18.067256 -11.689190 10.004453
H69 -18.761404 -11.842426 11.632756
H70 -19.531666 -10.949137 10.224146
H71 -15.357791 -6.564976 10.585762
H72 -14.853154 -8.153356 10.240249
H73 -15.565771 -7.850582 11.801130
H74 -17.182603 -10.240551 8.412171
C30 -24.666281 -1.335670 18.244240
C31 -23.154863 -1.287601 18.415691
C32 -22.579106 -2.461778 19.166268
C33 -22.593128 -3.720132 18.291971
C34 -21.960384 -3.495670 16.925003
C35 -22.375528 -2.206593 16.194365
N7 -22.457778 -1.104742 17.140577
O7 -22.787923 0.112335 16.499235
C36 -21.239366 -1.967650 15.208497
C37 -23.655078 -2.466233 15.391029
C38 -22.872350 -0.035150 19.279703
H75 -25.066683 -0.472139 17.719476
H76 -25.009504 -2.239120 17.730815
H77 -25.195246 -1.452449 19.198486
H78 -21.527916 -2.304820 19.435383
H79 -23.066267 -2.675245 20.119914
H80 -22.110226 -4.527589 18.850293
H81 -23.638173 -4.033760 18.168999
H82 -22.280647 -4.335540 16.302894
H83 -20.876395 -3.511499 17.078255
H84 -21.322307 -1.023948 14.653914
H85 -21.147300 -2.735040 14.438591
H86 -20.272403 -1.857378 15.711734
H87 -23.461922 -2.952617 14.432691
H88 -24.192451 -1.543285 15.153527
H89 -24.396709 -3.087040 15.900645
H90 -23.122815 -0.285253 20.311446
H91 -21.843212 0.324907 19.222331
H92 -23.507757 0.796365 18.968964
H93 -22.030545 0.664299 16.719468

Cartesian forces (eV/Å) of the 6 atoms listed first:
-0.025 0.240 0.546
-0.222 -0.143 -0.825
0.992 -0.671 1.126
-0.276 0.128 -0.312
0.362 -0.296 -0.082
0.778 0.646 -0.142



What is the net charge in the third record? 0